(1)
Entry from OMol25: C41H34N2O4P2S2Zr as an isolated structure (ωB97M-V with the def2-TZVPD basis set).

The geometry in XYZ format:
```
86
Properties=species:S:1:pos:R:3:forces:R:3:lowdin_charge:R:1
Zr -1.420 0.915 0.676 -0.7 0.5 0.0 1.614
O 0.093 3.354 4.041 0.0 0.1 0.1 0.237
C -0.598 2.578 3.268 0.1 0.0 -0.1 -0.411
O -0.176 2.144 2.193 -0.1 -0.2 0.1 -0.151
C -1.956 2.189 3.688 -0.1 0.0 0.1 -0.157
C -2.612 2.520 4.853 0.0 0.0 0.0 0.070
C -3.905 2.019 5.027 0.0 0.0 0.0 0.030
C -4.480 1.233 4.043 0.0 0.0 0.0 0.078
C -3.746 0.979 2.891 0.0 0.0 -0.1 -0.128
N -2.516 1.439 2.733 0.0 0.0 0.0 0.047
C -4.220 0.201 1.680 -0.2 0.1 0.1 -0.530
O -5.200 -0.478 1.670 0.0 0.1 0.0 0.174
O -3.383 0.388 0.672 0.4 -0.2 -0.1 -0.268
H 0.961 3.565 3.643 0.0 0.0 0.0 0.159
H -2.140 3.144 5.599 0.0 0.0 0.0 0.141
H -4.455 2.253 5.928 0.0 0.0 0.0 0.135
H -5.477 0.825 4.137 0.0 0.0 0.0 0.146
C 1.205 -1.520 1.878 -0.1 0.0 0.0 -0.279
C 2.004 -0.218 1.905 0.0 0.1 0.0 -0.328
P 1.559 0.849 0.483 -0.1 0.0 -0.1 1.045
C 2.590 0.305 -0.917 0.1 0.0 0.0 -0.363
C 3.313 -0.888 -0.917 -0.1 0.0 0.1 -0.085
C 4.090 -1.232 -2.013 0.0 0.0 -0.1 -0.056
C 4.171 -0.382 -3.107 0.0 0.0 0.0 -0.059
C 3.464 0.811 -3.108 0.0 0.0 0.0 -0.065
C 2.669 1.149 -2.025 0.0 0.0 0.0 -0.091
C 2.210 2.501 0.871 0.0 0.0 0.1 -0.379
C 1.637 3.613 0.256 0.0 0.0 0.0 -0.118
C 2.048 4.892 0.596 0.0 0.0 0.0 -0.052
C 3.023 5.072 1.569 0.0 0.0 0.0 -0.059
C 3.596 3.969 2.188 0.0 0.0 0.0 -0.065
C 3.195 2.685 1.838 0.0 0.0 0.0 -0.084
C -0.298 -1.349 2.189 0.1 0.0 0.2 -0.386
P -1.584 -2.216 1.139 0.1 0.2 0.3 1.079
C -1.496 -1.461 -0.547 -0.2 0.0 -0.2 -0.472
C -2.749 -1.606 -1.100 0.1 0.0 0.0 -0.088
C -2.978 -1.686 -2.520 0.0 0.0 -0.1 -0.008
C -2.028 -1.293 -3.379 0.0 0.0 0.0 0.060
C 0.406 -0.829 -3.835 0.1 0.0 0.0 -0.007
C -0.368 -1.410 -1.559 0.1 0.0 0.0 -0.133
C -0.775 -3.834 0.929 0.0 0.0 -0.1 -0.374
C -0.160 -4.470 2.008 0.0 0.0 0.0 -0.100
C 0.311 -5.766 1.878 0.0 0.0 0.0 -0.058
C 0.168 -6.446 0.676 0.0 0.0 0.0 -0.057
C -0.460 -5.827 -0.394 0.0 0.0 0.0 -0.056
C -0.934 -4.530 -0.268 0.0 0.0 0.0 -0.090
H 1.637 -2.208 2.604 0.0 0.0 0.0 0.119
H 1.313 -2.020 0.913 0.0 0.0 0.0 0.090
H 3.077 -0.419 1.919 0.0 0.0 0.0 0.096
H 1.775 0.344 2.814 0.0 0.0 0.0 0.090
H 3.299 -1.549 -0.061 0.0 0.0 0.0 0.099
H 4.651 -2.158 -2.002 0.0 0.0 0.0 0.116
H 4.794 -0.645 -3.951 0.0 0.0 0.0 0.117
H 3.532 1.485 -3.952 0.0 0.0 0.0 0.118
H 2.127 2.088 -2.039 0.0 0.0 0.0 0.102
H 0.843 3.487 -0.471 0.0 0.0 0.0 0.077
H 1.600 5.748 0.109 0.0 0.0 0.0 0.118
H 3.341 6.071 1.838 0.0 0.0 0.0 0.117
H 4.370 4.106 2.932 0.0 0.0 0.0 0.116
H 3.668 1.837 2.318 0.0 0.0 0.0 0.106
H -0.573 -0.293 2.429 0.2 -0.1 -0.1 0.017
H -0.533 -1.745 3.185 0.1 -0.1 0.0 0.091
H -3.606 -1.736 -0.449 0.0 0.0 0.0 0.103
H -3.938 -2.040 -2.871 0.0 0.0 0.0 0.127
H -2.190 -1.319 -4.450 0.0 0.0 0.0 0.138
H 1.241 -1.424 -3.476 0.0 0.0 0.0 0.117
H 0.551 -0.990 -1.164 0.0 0.0 0.0 0.061
H -0.058 -3.972 2.964 0.0 0.0 0.0 0.102
H 0.784 -6.251 2.722 0.0 0.0 0.0 0.115
H 0.533 -7.459 0.579 0.0 0.0 0.0 0.116
H -0.589 -6.357 -1.329 0.0 0.0 0.0 0.115
H -1.442 -4.070 -1.108 0.0 0.0 0.0 0.098
S -2.131 3.336 0.013 0.2 -0.1 0.0 0.652
C -1.776 2.605 -1.515 0.1 -0.1 0.0 -1.080
N -1.265 1.379 -1.460 0.0 -0.2 0.0 -0.177
C -1.062 0.799 -2.694 0.0 0.1 -0.2 -0.220
C -0.744 -0.675 -2.860 -0.1 -0.1 -0.1 -0.347
C 0.465 -0.350 -5.080 0.0 0.0 0.0 -0.059
C -0.481 0.527 -5.743 0.0 0.0 0.0 -0.060
C -1.290 1.421 -5.151 0.0 0.0 -0.1 -0.088
C -1.377 1.636 -3.727 0.0 0.0 0.1 -0.415
S -1.993 3.151 -3.111 0.0 0.0 0.1 1.164
H -0.116 -2.438 -1.852 0.0 0.0 0.0 0.134
H 1.324 -0.639 -5.675 0.0 0.0 0.0 0.119
H -0.468 0.513 -6.827 0.0 0.0 0.0 0.119
H -1.890 2.071 -5.778 0.0 0.0 0.0 0.115
```
Positions in Å, forces in eV/Å.

## Properties
- HOMO level: -13.083 eV
- Energy relative to the best compared isomer or geometry (same formula, charge and spin): 3.627 eV
- Total charge: +2
- Gap between HOMO and LUMO: 6.3 eV

***

(2)
Entry from OMol25: C48H29N8RhS5Te as an isolated structure at a distorted geometry (ωB97M-V with the def2-TZVPD basis set).

The geometry in XYZ format:
```
92
Properties=species:S:1:pos:R:3:forces:R:3:lowdin_charge:R:1
Rh 0.293 0.235 0.583 -0.1 -0.6 -0.1 0.848
C 6.174 -1.530 2.895 0.1 0.0 -0.1 -0.084
C 5.422 -2.171 3.885 -0.2 0.0 0.1 -0.083
C 4.040 -2.101 3.893 0.0 0.0 0.0 -0.013
C 3.426 -1.378 2.880 0.1 0.2 -0.2 -0.119
C 2.041 -1.107 2.584 0.1 0.3 -0.5 -0.275
N 1.024 -1.518 3.347 -0.7 -0.3 0.7 0.196
C -0.237 -1.305 3.087 1.0 0.1 -0.6 -0.276
C -1.320 -1.657 4.001 -0.8 0.0 0.2 -0.104
C -1.324 -2.170 5.283 0.2 0.0 -0.1 -0.008
C -2.547 -2.294 5.930 -0.1 -0.1 0.0 -0.069
C -3.731 -1.928 5.300 0.0 0.0 0.0 -0.070
C -3.732 -1.422 4.005 0.1 0.1 -0.2 -0.006
C -2.514 -1.280 3.369 0.3 -0.3 0.7 -0.103
C -2.129 -0.696 2.085 0.1 0.3 -1.1 -0.284
N -2.975 -0.231 1.209 -0.4 -0.3 0.9 0.200
C -2.632 0.422 0.093 0.6 0.2 -0.4 -0.271
N -1.377 0.817 -0.269 -1.0 0.3 -0.6 -0.017
C -1.435 1.466 -1.468 -0.2 -0.3 0.6 -0.271
N -0.425 2.073 -2.100 0.7 0.7 -0.3 0.219
C 0.827 2.007 -1.741 -1.0 -0.5 0.1 -0.291
N 1.365 1.207 -0.770 0.5 0.7 -0.5 -0.037
C 2.725 1.371 -0.751 -0.2 -0.8 0.7 -0.279
N 3.577 0.757 0.025 0.3 0.6 -0.6 0.200
C 3.231 -0.059 1.028 -0.4 -0.1 0.2 -0.269
N 1.966 -0.334 1.461 0.9 -0.4 0.5 -0.007
C 4.182 -0.720 1.889 -0.2 -0.2 0.3 -0.115
C 5.568 -0.792 1.893 0.0 0.0 0.0 -0.013
C 3.100 2.337 -1.781 -0.2 0.5 -0.6 -0.100
C 4.321 2.847 -2.183 -0.1 -0.1 0.2 -0.002
C 4.319 3.785 -3.208 0.0 0.1 -0.1 -0.072
C 3.135 4.170 -3.831 0.1 0.1 0.0 -0.071
C 1.911 3.646 -3.439 -0.2 -0.1 0.2 -0.008
C 1.907 2.741 -2.396 0.8 0.2 -0.1 -0.110
C -2.803 1.469 -1.930 -0.2 -0.2 0.2 -0.115
C -3.405 1.928 -3.094 0.0 0.0 0.0 -0.018
C -4.777 1.781 -3.212 0.1 0.1 -0.1 -0.080
C -5.537 1.193 -2.197 -0.1 0.0 0.1 -0.083
C -4.942 0.707 -1.045 0.0 0.0 0.0 -0.013
C -3.564 0.831 -0.930 0.1 0.2 -0.2 -0.115
N -0.764 -0.736 1.962 -0.5 -0.2 0.8 -0.002
H 7.250 -1.628 2.918 0.1 0.1 0.0 0.099
H 5.928 -2.729 4.661 0.1 0.0 0.0 0.099
H 3.445 -2.587 4.654 0.0 0.0 0.0 0.112
H -0.398 -2.445 5.767 0.1 0.0 0.0 0.116
H -2.581 -2.677 6.941 0.0 0.0 0.0 0.105
H -4.668 -2.015 5.832 0.0 0.0 0.0 0.106
H -4.646 -1.120 3.514 0.0 0.0 0.0 0.118
H 6.149 -0.292 1.131 0.0 0.0 0.0 0.111
H 5.241 2.522 -1.718 0.0 0.0 0.1 0.115
H 5.251 4.229 -3.531 0.0 0.0 0.0 0.103
H 3.174 4.888 -4.639 0.0 0.0 0.0 0.103
H 0.987 3.928 -3.923 -0.1 0.0 0.0 0.119
H -2.808 2.366 -3.882 0.0 0.1 0.0 0.110
H -5.275 2.131 -4.107 0.0 0.0 0.0 0.100
H -6.610 1.121 -2.312 0.0 0.0 0.0 0.099
H -5.520 0.247 -0.255 0.0 0.0 0.0 0.112
C 2.811 2.507 4.223 -0.1 -0.2 0.0 -0.374
S 1.671 1.492 5.199 -0.3 0.2 -0.2 0.888
C 0.069 1.982 4.718 0.5 -0.5 0.9 -0.953
C -0.409 2.377 3.478 -0.2 0.7 -1.3 -1.104
S 0.440 2.693 2.058 -0.2 0.1 0.7 0.683
S -2.156 2.628 3.421 0.4 -0.2 0.2 0.916
C -2.516 2.215 5.063 -0.4 0.0 -0.1 -1.483
S -4.031 2.223 5.668 0.2 0.0 0.1 0.602
S -1.102 1.816 5.996 0.1 0.0 -0.3 0.924
H 3.771 2.405 4.724 0.0 0.0 0.1 0.041
H 2.482 3.542 4.240 0.0 0.0 0.0 0.043
H 2.871 2.139 3.205 0.1 0.0 0.0 -0.009
Te 0.370 -1.977 -1.586 -0.4 -0.2 -0.5 1.396
C 0.255 -0.764 -3.338 0.2 -0.1 0.2 -0.505
C 1.414 -0.177 -3.827 0.1 -0.1 0.0 -0.159
C 1.376 0.574 -4.992 0.0 0.1 0.0 -0.087
C 0.178 0.755 -5.662 0.0 0.0 -0.1 -0.081
C -0.983 0.181 -5.166 0.0 0.1 0.0 -0.080
C -0.948 -0.575 -4.005 0.0 0.0 0.0 -0.132
C -1.105 -3.274 -2.465 0.4 0.1 0.4 -0.523
C -0.662 -4.274 -3.322 0.1 0.0 0.0 -0.144
C -1.576 -5.020 -4.049 0.0 0.0 0.0 -0.084
C -2.934 -4.775 -3.916 0.0 0.0 0.0 -0.085
C -3.379 -3.809 -3.026 0.0 0.0 0.0 -0.080
C -2.466 -3.058 -2.300 0.0 0.0 0.2 -0.150
H 2.352 -0.301 -3.298 0.1 -0.1 0.0 0.098
H 2.285 1.025 -5.368 0.0 0.0 0.0 0.108
H 0.145 1.335 -6.575 0.0 0.0 0.0 0.102
H -1.929 0.331 -5.671 0.0 0.0 0.0 0.106
H -1.864 -1.009 -3.630 0.0 0.0 0.0 0.091
H 0.398 -4.461 -3.428 0.0 0.0 -0.1 0.091
H -1.225 -5.783 -4.731 0.0 0.0 0.0 0.104
H -3.644 -5.333 -4.511 0.0 -0.1 0.0 0.102
H -4.439 -3.629 -2.908 0.0 0.0 0.0 0.105
H -2.822 -2.300 -1.611 0.0 0.0 0.0 0.095
```
Positions in Å, forces in eV/Å.

## Properties
- HOMO level (alpha / beta): -5.504 / -7.954 eV
- Expectation value of S²: 6.0716
- Energy relative to the best compared isomer or geometry (same formula, charge and spin): 0.656 eV
- Total charge: 0
- Spin multiplicity: 5
- Gap between HOMO and LUMO (alpha / beta): 4.6 / 5.1 eV